ORCA calculation (the ωB97M-V functional and the def2-TZVPD basis) on the molecule C2H2NO2P at a distorted geometry.

Output
E_LUMO (spin up / spin down), eV: -1.17 / -0.87
Gap between HOMO and LUMO (spin up / spin down), eV: 6.874 / 7.755
Relative energy (zero: lowest compared OMol25 entry of this formula, charge and spin), kcal/mol: 84.3

Cartesian coordinates (Å):
C  0.67831  -0.46541  0.47597
C  -0.65544  -0.66089  0.05070
N  1.33964  -1.29208  1.20040
O  -1.41005  -1.41330  0.96628
O  0.65415  -2.60684  1.21266
P  -0.79311  -2.39245  2.02165
H  1.23813  0.39365  0.37125
H  -1.33140  0.16689  -0.41845

=====

ORCA calculation (the ωB97M-V functional and the def2-TZVPD basis) on the ion C2H2NO2S with charge -1 at a distorted geometry.

Output
E_LUMO (spin up / spin down), eV: 3.90 / 3.90
Gap between HOMO and LUMO (spin up / spin down), eV: 6.074 / 6.072
Relative energy (zero: lowest compared OMol25 entry of this formula, charge and spin), kcal/mol: 154.0
Total charge: -1

Cartesian coordinates (Å):
C  0.51621  0.60009  0.21999
C  0.43276  -0.63821  -0.15181
N  2.90187  0.64795  -0.42173
O  3.59086  1.60683  -0.02598
O  1.58303  -1.43733  -0.37952
S  2.97686  -0.86758  0.28954
H  -0.29515  1.26883  0.43577
H  -0.41284  -1.29567  -0.39470

=====

ORCA calculation (the ωB97M-V functional and the def2-TZVPD basis) on a cluster of 2 separate species, C2H2NO2S2 in total at a distorted geometry.

Output
E_LUMO, eV: 3.74
Gap between HOMO and LUMO, eV: 6.328
Relative energy (zero: lowest compared OMol25 entry of this formula, charge and spin), kcal/mol: 44.0
Total charge: -1

Cartesian coordinates (Å):
C  -3.97890  -1.14079  -0.26052
C  -0.31497  -0.28000  0.25826
N  -1.33974  0.42519  0.41172
O  -4.35763  -1.00929  -1.34622
O  -3.61003  -1.45403  0.81129
S  -4.15010  1.31131  0.33484
S  -2.30642  1.37889  -0.41180
H  -0.15459  -1.21483  0.98843
H  0.29907  -0.22251  -0.58692

=====

ORCA calculation (the ωB97M-V functional and the def2-TZVPD basis) on a cluster of 2 separate species, C2H2NO2S2 in total at a distorted geometry.

Output
⟨S²⟩: 2.009
E_LUMO (spin up / spin down), eV: 3.55 / 2.54
Gap between HOMO and LUMO (spin up / spin down), eV: 4.095 / 6.648
Relative energy (zero: lowest compared OMol25 entry of this formula, charge and spin), kcal/mol: 3.8
2S+1: 3
Total charge: -1

Cartesian coordinates (Å):
C  4.21644  1.23941  0.02082
C  0.11529  -0.01472  -0.35616
N  1.34071  -0.43175  -0.53036
O  4.29298  1.62022  -1.07522
O  4.31048  1.20208  1.17999
S  4.17798  -1.37852  -0.06118
S  2.26392  -1.40544  0.48204
H  -0.39011  0.59907  -1.14785
H  -0.36919  -0.40599  0.50083

=====

ORCA calculation (the ωB97M-V functional and the def2-TZVPD basis) on a structure of composition C2H2NO2S3 at a distorted geometry.

Output
E_LUMO, eV: 3.15
Gap between HOMO and LUMO, eV: 7.686
Relative energy (zero: lowest compared OMol25 entry of this formula, charge and spin), kcal/mol: 0.0
Total charge: -1

Cartesian coordinates (Å):
C  -1.41984  -0.38143  -0.68721
C  1.19591  0.32344  -0.39839
N  -1.38870  0.19509  0.49059
O  0.46146  -1.20741  1.66794
O  0.33918  1.24359  1.99338
S  -2.82586  -0.96629  -1.38783
S  0.09784  -0.44509  -1.66840
S  0.10563  0.12736  1.06611
H  2.18653  -0.17991  -0.35727
H  1.24785  1.29065  -0.71893

=====

ORCA calculation (the ωB97M-V functional and the def2-TZVPD basis) on the ion C2H2NO3 with charge -1 at a distorted geometry.

Output
E_LUMO, eV: 4.49
Gap between HOMO and LUMO, eV: 8.852
Relative energy (zero: lowest compared OMol25 entry of this formula, charge and spin), kcal/mol: 78.7
Total charge: -1
SMILES: O=C([O-])/C=[NH+]/[O-]

Cartesian coordinates (Å):
O  1.25919  -1.35448  -1.29926
C  0.31486  -0.90868  -0.67004
O  -0.89877  -1.23223  -0.77869
C  0.61774  0.25424  0.26585
N  -0.51913  0.74737  0.60045
O  -0.93581  1.80972  1.12181
H  1.54834  0.75008  0.56435
H  -1.38641  -0.06602  0.19553

=====

ORCA calculation (the ωB97M-V functional and the def2-TZVPD basis) on the ion C2H2NO3 with charge -1 at a distorted geometry.

Output
E_LUMO, eV: 4.41
Gap between HOMO and LUMO, eV: 8.742
Relative energy (zero: lowest compared OMol25 entry of this formula, charge and spin), kcal/mol: 82.0
Total charge: -1
SMILES: C=[N+]([O-])C(=O)[O-]

Cartesian coordinates (Å):
C  0.64061  0.51846  -0.84412
N  0.38004  0.24888  0.38062
O  1.02608  0.63076  1.35922
C  -0.72565  -0.77861  0.60573
O  -0.83345  -1.24392  1.71157
O  -1.43291  -0.96692  -0.47936
H  1.17445  1.45914  -1.22193
H  -0.22916  0.13223  -1.51173

=====

ORCA calculation (the ωB97M-V functional and the def2-TZVPD basis) on a structure of composition C2H2NO3P at a distorted geometry.

Output
E_LUMO, eV: 7.34
Gap between HOMO and LUMO, eV: 7.211
Relative energy (zero: lowest compared OMol25 entry of this formula, charge and spin), kcal/mol: 16.8
Total charge: -2

Cartesian coordinates (Å):
C  1.53109  -1.36435  -0.91419
C  0.27715  -0.40319  0.33577
N  2.50820  -1.79308  -1.33477
O  -0.37212  2.22327  -0.22756
O  -2.11300  0.43925  -1.00117
O  -1.50246  0.80178  1.50015
P  -1.09930  0.94577  0.00386
H  0.96794  0.36498  0.81634
H  -0.19750  -1.21444  0.82157

=====

ORCA calculation (the ωB97M-V functional and the def2-TZVPD basis) on the ion C2H2NO3S with charge -1 at a distorted geometry.

Output
E_LUMO, eV: 3.65
Gap between HOMO and LUMO, eV: 8.446
Relative energy (zero: lowest compared OMol25 entry of this formula, charge and spin), kcal/mol: 26.1
Total charge: -1

Cartesian coordinates (Å):
C  0.11811  0.17429  0.22223
C  -0.46487  -0.79204  1.29169
N  -0.01749  -0.27756  -1.34777
O  -1.23126  -1.69323  0.84296
O  -0.08558  -0.65465  2.41963
O  1.33389  2.19396  -0.62936
S  0.98900  1.47119  0.62967
H  -0.85336  -0.87524  -1.33964
H  0.21156  0.45328  -2.08942

=====

ORCA calculation (the ωB97M-V functional and the def2-TZVPD basis) on the molecule C2H2NOP at a distorted geometry.

Output
E_LUMO (spin up / spin down), eV: -1.83 / -1.83
Gap between HOMO and LUMO (spin up / spin down), eV: 7.687 / 7.686
Relative energy (zero: lowest compared OMol25 entry of this formula, charge and spin), kcal/mol: 79.7

Cartesian coordinates (Å):
C  0.64333  0.71151  -0.01500
C  -0.77529  1.15989  0.01105
N  0.56497  -0.52985  0.07140
O  -2.18858  -1.18463  -0.01447
P  -2.27692  0.44547  0.00963
H  1.54855  1.44573  0.16542
H  -1.24178  -1.30078  -0.23757

=====

ORCA calculation (the ωB97M-V functional and the def2-TZVPD basis) on the molecule C2H2O2.

Output
E_LUMO, eV: 0.17
Gap between HOMO and LUMO, eV: 9.590
Relative energy (zero: lowest compared OMol25 entry of this formula, charge and spin), kcal/mol: 54.3

Cartesian coordinates (Å):
O  1.57722  -0.54096  -0.74516
C  0.94826  -0.09395  0.15226
C  -1.20157  0.42008  -0.49239
O  -0.43492  -0.31440  0.29425
H  1.32661  0.48287  1.00588
H  -2.21560  0.04636  -0.21484

=====

ORCA calculation (the ωB97M-V functional and the def2-TZVPD basis) on a structure of composition C2H2O2 at a distorted geometry.

Output
E_LUMO, eV: 0.20
Gap between HOMO and LUMO, eV: 9.909
Relative energy (zero: lowest compared OMol25 entry of this formula, charge and spin), kcal/mol: 37.9

Cartesian coordinates (Å):
O  1.48064  -0.69971  -0.68052
C  0.80075  0.07725  -0.07361
C  -0.79833  0.17517  -0.17727
O  -0.75968  -0.65974  0.71361
H  1.11568  0.70542  0.77140
H  -1.83905  0.40161  -0.55361